Record 1
Below is 8 unconnected molecules or ions with the total composition C24H48O8 at a distorted geometry, with properties calculated with ωB97M-V/def2-TZVPD.

XYZ file:
```
80
Properties=species:S:1:pos:R:3:forces:R:3:mulliken_charge:R:1
C -0.537 0.097 -0.676 0.682 -3.827 7.557 0.22
C -0.154 1.429 -0.669 6.018 7.609 1.860 0.70
C -0.609 2.443 -1.817 1.934 -3.383 -0.317 -1.37
O 0.733 1.959 0.111 -3.254 -2.463 -2.247 -0.57
H -1.458 0.102 0.044 1.263 -0.306 -1.103 -0.31
H 0.198 -0.822 -0.304 -1.642 2.826 -0.876 0.16
H -0.885 -0.030 -1.555 -2.652 -1.835 -5.932 0.13
H -0.497 3.429 -1.520 0.454 1.743 0.968 0.46
H -1.647 2.282 -2.017 -0.530 -0.305 -1.064 0.39
H 0.204 2.281 -2.679 -2.288 0.139 1.455 0.22
C 2.853 3.463 2.657 -9.015 1.350 -2.278 -0.77
C 2.608 5.008 2.469 -0.764 0.195 0.600 0.61
C 1.550 5.426 1.384 -1.931 3.512 4.237 -0.85
O 3.171 5.872 3.123 -0.392 -1.394 -0.806 -0.56
H 2.152 2.980 3.404 1.015 0.998 -0.146 0.17
H 3.751 3.179 2.722 7.179 -1.725 1.234 0.63
H 2.448 2.886 1.747 0.537 1.176 0.796 0.03
H 0.382 5.352 1.596 2.620 -0.129 0.156 0.08
H 1.720 4.913 0.578 0.773 -3.456 -4.611 0.30
H 1.726 6.479 1.052 -0.073 -0.589 0.815 0.37
C 0.549 -3.361 -4.248 6.372 1.653 -0.700 -1.32
C -0.235 -2.220 -4.559 -1.008 2.150 -3.681 0.87
C -0.996 -1.539 -3.505 -1.461 -6.874 0.654 -0.50
O -0.354 -1.825 -5.732 0.431 -0.527 1.685 -0.64
H -0.008 -4.009 -4.737 -2.196 -4.306 -1.832 0.56
H 0.697 -3.511 -3.233 0.012 -0.675 1.878 0.27
H 1.657 -3.377 -4.788 -2.953 0.228 1.216 0.22
H -1.351 -0.824 -4.034 -3.326 5.127 -2.537 0.44
H -0.241 -1.268 -2.938 3.096 1.574 3.691 -0.19
H -1.727 -2.276 -3.001 1.088 1.469 -0.598 0.27
C 2.261 -0.455 3.071 4.383 -4.110 7.103 -0.83
C 0.953 -0.415 3.732 -3.120 1.950 0.398 0.74
C -0.075 -1.572 3.462 -0.783 3.514 -1.322 -0.74
O 0.634 0.628 4.336 0.579 -2.484 -0.977 -0.57
H 2.998 0.112 3.846 -1.559 -1.240 -1.942 0.30
H 2.384 -0.045 2.221 -0.033 3.701 -6.101 0.19
H 2.820 -1.487 2.819 -1.742 1.682 1.129 0.21
H -0.663 -1.848 4.299 -0.874 0.456 0.899 0.44
H 0.514 -2.383 3.300 1.404 -2.598 -1.314 0.21
H -0.762 -1.280 2.526 1.683 -0.756 2.068 0.04
C -3.633 4.336 1.532 -0.167 -2.676 5.302 -1.44
C -3.130 2.888 1.699 0.221 -0.146 0.323 0.76
C -1.694 2.747 2.261 -3.739 -5.825 2.177 -0.01
O -3.738 1.883 1.380 -0.006 0.869 0.010 -0.56
H -3.713 4.776 2.604 -0.055 -0.553 -1.899 0.29
H -4.425 4.521 0.935 -3.560 -0.288 -1.233 0.46
H -2.980 4.861 1.017 4.175 2.551 -1.880 0.43
H -1.196 3.574 2.105 3.211 3.826 -1.053 -0.04
H -1.394 1.766 1.810 0.584 1.317 0.087 -0.22
H -1.626 2.460 3.391 -0.592 0.832 -1.766 0.36
C 2.447 0.153 -3.004 -6.220 0.604 -8.466 -0.82
C 3.024 1.050 -4.172 -0.611 2.205 -1.255 0.72
C 2.249 0.910 -5.555 -0.925 10.119 7.145 -1.60
O 3.912 1.921 -4.043 -2.487 -3.115 0.091 -0.58
H 3.152 0.247 -2.450 7.645 0.833 8.239 0.64
H 2.455 -0.814 -3.437 -0.130 -1.278 -0.296 0.37
H 1.414 0.381 -2.725 0.585 0.365 0.176 -0.21
H 2.547 1.720 -6.188 0.500 0.821 -0.160 0.40
H 1.183 1.061 -5.472 -0.446 -0.248 0.636 0.35
H 2.395 0.192 -6.063 2.102 -10.368 -6.121 0.65
C -5.986 -2.202 2.179 -1.660 -1.462 -2.808 -1.05
C -4.669 -2.767 1.422 -2.162 -0.900 0.064 0.54
C -3.682 -1.778 0.744 -3.703 -0.273 0.317 -0.87
O -4.617 -3.952 1.206 0.726 0.108 0.118 -0.53
H -6.941 -1.766 1.559 2.648 -1.408 0.858 0.24
H -5.507 -1.387 2.493 0.977 3.843 2.391 0.37
H -6.410 -2.825 2.987 0.703 0.089 -0.571 0.31
H -2.963 -1.185 1.251 -0.625 1.516 1.263 0.26
H -4.519 -1.336 0.092 2.054 0.442 0.469 0.28
H -3.001 -2.355 0.243 1.056 -1.939 -2.089 0.45
C 1.528 -5.423 0.883 2.808 2.127 -5.914 -1.40
C 2.029 -3.951 0.830 0.129 -1.036 -0.586 1.00
C 3.544 -3.719 0.738 -2.643 -4.799 -1.033 -1.46
O 1.205 -3.084 0.762 -0.357 1.138 0.027 -0.50
H 0.510 -5.425 0.793 -2.568 -0.054 -0.192 0.37
H 1.849 -5.833 1.710 1.624 -2.491 4.355 0.48
H 2.025 -5.989 -0.043 -1.105 1.044 2.003 0.32
H 3.941 -4.242 1.564 0.885 -0.311 1.163 0.40
H 3.852 -2.775 0.638 1.011 3.626 -0.339 0.40
H 3.811 -4.380 -0.126 0.188 0.822 0.429 0.42
```
Forces are in eV/Å.

## Properties
Structure (SMILES): CC(C)=O.CC(C)=O.CC(C)=O.CC(C)=O.CC(C)=O.CC(C)=O.CC(C)=O.CC(C)=O
Energy relative to the best compared isomer or geometry (same formula, charge and spin), kcal/mol: 302.6
LUMO energy, eV: 0.1
Maximum force, eV Å⁻¹: 12.42
Net charge: 0
E, a.u.: -1544.68882
HOMO level, eV: -9.3

***

Record 2
Below is a molecular structure, C24H49Br16N2O5S2 at a distorted geometry, with properties calculated with ωB97M-V/def2-TZVPD.

XYZ file:
```
98
Properties=species:S:1:pos:R:3:forces:R:3:mulliken_charge:R:1
C 1.978 -3.718 3.385 0.088 0.583 -0.082 -0.87
C 1.377 -2.735 2.361 0.590 -0.458 0.713 -0.55
S 1.245 -3.615 0.813 -0.381 -1.261 -0.445 1.30
O 0.427 -4.755 1.092 -1.343 -0.495 0.510 -0.79
O 2.577 -4.033 0.450 0.858 0.883 -0.236 -0.76
N 0.452 -2.770 -0.327 1.473 0.460 0.666 -0.60
S 1.217 -1.450 -0.794 -1.104 1.139 0.039 1.31
O 0.210 -0.472 -1.123 -0.875 0.335 -0.722 -0.78
O 2.176 -0.893 0.146 0.972 -0.501 0.225 -0.80
C 2.085 -1.728 -2.325 -0.060 -0.782 0.359 -0.78
C 3.246 -2.713 -2.195 0.023 0.587 -0.929 -0.72
C 4.458 -2.254 -2.995 0.523 -0.218 0.405 -1.23
C 4.892 -0.860 -2.587 -0.020 0.081 0.119 -0.13
N 4.995 -0.781 -1.114 -0.237 0.475 -0.222 -0.14
C 5.492 0.508 -0.700 -2.036 -0.908 -1.121 0.31
C 4.666 1.717 -1.091 0.196 -0.744 0.531 0.09
O 6.481 0.583 -0.067 2.249 0.594 1.265 -0.57
H 2.699 -4.370 2.916 0.023 -0.366 -0.174 0.34
H 1.192 -4.270 3.879 -0.006 -0.330 0.136 0.25
H 2.535 -3.117 4.104 -0.204 -0.335 0.145 0.15
H 0.425 -2.390 2.741 -0.391 0.124 -0.428 0.49
H 2.067 -1.912 2.298 0.027 0.405 -0.643 0.23
H 1.343 -2.093 -3.021 -0.283 -0.032 -0.181 0.55
H 2.393 -0.746 -2.663 -0.068 0.263 0.124 0.22
H 2.924 -3.665 -2.591 -0.034 -0.445 0.324 0.51
H 3.576 -2.812 -1.175 -0.212 -0.307 0.324 0.41
H 4.337 -2.336 -4.073 -0.228 0.212 -0.183 0.30
H 5.270 -2.926 -2.732 0.212 -0.203 -0.037 0.44
H 5.873 -0.632 -2.994 0.216 0.026 -0.190 0.54
H 4.186 -0.134 -3.005 0.114 0.214 -0.013 0.07
H 4.036 -0.808 -0.740 0.106 -0.262 0.120 0.15
H 4.463 2.283 -0.193 0.127 0.391 0.101 0.34
H 5.237 2.282 -1.812 -0.008 0.412 -0.091 -0.66
H 3.729 1.403 -1.509 -0.373 0.040 -0.270 0.32
Br -3.280 -1.707 1.871 -0.002 -0.031 -0.033 -0.15
C -2.920 -0.705 0.236 0.102 -0.062 0.133 -0.43
C -4.145 -0.621 -0.630 0.009 0.001 -0.116 -0.37
Br -4.482 -2.299 -1.559 -0.087 0.005 -0.007 -0.14
H -2.077 -1.189 -0.252 0.015 0.038 0.015 0.20
H -2.618 0.286 0.567 -0.010 0.011 -0.032 0.37
H -4.009 0.119 -1.416 0.075 -0.014 0.008 0.38
H -5.045 -0.389 -0.067 0.003 -0.024 0.018 0.17
Br 5.689 1.603 -6.779 -0.068 0.036 -0.010 -0.14
C 5.652 3.351 -5.923 0.205 -0.150 -0.103 -0.56
C 5.418 3.235 -4.442 -0.218 0.228 0.134 -0.56
Br 3.556 2.841 -4.038 -0.110 0.071 -0.298 -0.09
H 4.886 3.933 -6.425 -0.030 0.016 0.058 0.27
H 6.628 3.788 -6.120 0.001 0.008 0.054 0.41
H 5.623 4.184 -3.948 0.020 0.002 -0.028 0.38
H 6.012 2.452 -3.979 0.020 -0.035 -0.080 0.34
Br -0.162 4.576 -7.990 0.068 -0.013 -0.004 -0.14
C 0.602 4.605 -6.200 -0.224 -0.033 -0.091 -0.41
C 0.899 6.009 -5.748 0.233 -0.022 0.134 -0.55
Br 2.505 6.710 -6.598 -0.032 0.029 -0.031 -0.16
H 1.485 3.974 -6.222 0.026 0.039 0.036 0.13
H -0.150 4.150 -5.559 0.015 0.033 0.033 0.36
H 1.108 6.028 -4.681 0.006 -0.062 -0.005 0.33
H 0.097 6.705 -5.972 -0.022 -0.040 -0.043 0.41
Br -7.823 -1.690 1.227 -0.037 0.019 -0.024 -0.06
C -7.831 -3.623 1.461 0.106 0.162 0.166 -0.66
C -7.110 -4.315 0.339 -0.047 -0.200 -0.152 -0.33
Br -8.184 -4.366 -1.284 0.048 0.057 0.042 -0.15
H -8.870 -3.927 1.550 -0.001 -0.027 -0.075 0.42
H -7.320 -3.797 2.407 0.069 0.006 -0.042 0.36
H -6.920 -5.357 0.590 -0.022 0.016 0.060 0.40
H -6.173 -3.830 0.079 -0.024 0.037 0.037 0.06
Br -7.040 2.278 2.251 -0.043 0.033 -0.035 -0.14
C -8.958 2.515 2.480 0.189 -0.177 0.161 -0.53
C -9.742 1.796 1.416 -0.174 0.165 -0.100 -0.18
Br -9.692 2.751 -0.281 0.042 -0.063 0.000 -0.14
H -9.144 3.584 2.492 -0.041 -0.006 -0.057 0.39
H -9.182 2.097 3.460 -0.040 -0.049 -0.032 0.30
H -10.795 1.748 1.686 0.019 0.001 0.052 0.33
H -9.373 0.794 1.223 0.027 0.005 0.037 -0.09
Br -8.065 -1.477 5.375 -0.029 0.008 0.052 -0.12
C -9.534 -2.723 5.119 0.256 0.067 -0.084 -0.62
C -10.463 -2.258 4.029 -0.233 -0.062 0.043 -0.13
Br -11.610 -0.803 4.631 0.064 0.045 -0.061 -0.17
H -10.027 -2.833 6.080 -0.067 0.007 -0.032 0.43
H -9.069 -3.667 4.843 -0.042 -0.005 -0.041 0.33
H -11.143 -3.057 3.739 0.011 -0.014 0.035 0.37
H -9.933 -1.897 3.152 0.054 0.002 0.041 -0.14
Br 2.261 -0.659 4.857 -0.071 0.339 0.243 -0.03
C 2.623 -0.367 6.744 0.066 0.163 -0.317 -0.58
C 3.634 -1.350 7.271 -0.077 -0.113 0.254 -0.61
Br 2.846 -3.107 7.549 0.049 0.010 -0.065 -0.14
H 1.671 -0.422 7.261 0.029 -0.052 0.051 0.37
H 3.011 0.648 6.810 0.042 -0.025 0.056 0.31
H 3.994 -1.039 8.250 -0.017 0.035 -0.012 0.37
H 4.477 -1.485 6.602 -0.034 0.031 -0.051 0.37
Br 5.925 5.155 -0.457 0.055 0.007 -0.109 -0.14
C 7.378 3.858 -0.373 -0.172 0.138 0.222 -0.48
C 8.722 4.532 -0.391 0.136 -0.100 -0.151 -0.59
Br 9.188 5.151 -2.180 -0.015 0.064 0.029 -0.17
H 7.239 3.173 -1.202 0.058 -0.037 0.033 0.18
H 7.230 3.321 0.561 0.028 -0.064 -0.046 0.39
H 9.504 3.826 -0.120 -0.043 -0.041 -0.008 0.39
H 8.770 5.396 0.263 -0.048 0.006 -0.004 0.41
```
Forces are in eV/Å.

## Properties
LUMO energy, eV: 1.6
Maximum force, eV Å⁻¹: 2.65
Net charge: -1
E, a.u.: -43410.26728
HOMO level, eV: -6.3

***

Record 3
Below is a molecular structure, C24H50Br6F6NO10S2 at a distorted geometry, with properties calculated with ωB97M-V/def2-TZVPD.

XYZ file:
```
99
Properties=species:S:1:pos:R:3:forces:R:3:mulliken_charge:R:1
O -6.550 -1.263 -0.921 -0.733 -0.157 -0.447 -0.38
H -7.119 -0.492 -0.861 -0.324 1.052 -0.468 0.45
H -6.937 -1.878 -0.294 0.010 -1.306 0.602 0.47
H -5.641 -1.049 -0.699 1.391 0.130 0.216 0.45
O -5.461 3.492 2.522 -0.387 0.930 -0.651 -0.37
H -6.117 3.547 1.824 -0.436 0.508 -1.026 0.45
H -4.883 2.756 2.308 1.129 -1.001 0.426 0.45
H -5.978 3.445 3.329 0.141 -0.376 1.395 0.46
C -1.631 2.038 -1.505 0.768 -1.183 0.609 0.58
F -2.706 2.701 -1.100 -0.142 1.129 0.777 -0.23
F -2.132 1.128 -2.319 0.354 -0.683 -1.091 -0.23
F -0.766 2.844 -2.128 -0.809 -0.502 0.413 -0.18
S -0.703 1.143 -0.073 1.757 -0.566 1.322 1.04
O 0.473 0.445 -0.661 -3.399 1.197 0.621 -0.56
O -0.373 2.191 0.868 -0.746 0.110 -1.156 -0.61
N -2.020 0.162 0.680 1.836 1.269 -1.439 -0.50
S -1.281 -0.632 1.870 0.076 -0.694 2.062 0.94
O -0.064 0.028 2.341 -1.468 -1.451 -0.713 -0.57
O -2.238 -1.065 2.927 1.155 0.759 -2.472 -0.68
C -0.753 -2.286 0.961 0.621 0.982 1.820 0.68
F 0.371 -2.706 1.645 -1.862 -0.172 -1.182 -0.24
F -1.785 -3.174 1.044 1.368 0.521 -0.176 -0.23
F -0.436 -2.073 -0.308 -0.295 -0.531 0.545 -0.20
C 1.745 0.283 -8.945 -0.335 -0.490 1.828 -0.63
C 3.003 -0.404 -8.336 -0.227 1.408 -2.610 -0.55
C 2.834 -1.811 -8.915 0.671 0.419 0.560 -0.39
O 1.444 -2.077 -9.056 -0.866 0.136 0.911 -0.40
C 0.706 -0.883 -8.792 1.003 1.871 -1.029 -0.38
H 1.848 0.660 -9.963 0.247 -0.579 -0.130 0.29
H 1.448 1.159 -8.367 -0.127 -0.017 0.162 0.35
H 3.127 -0.242 -7.266 -0.403 -0.621 -0.004 0.32
H 3.862 0.066 -8.816 0.334 -0.086 0.198 0.28
H 3.426 -2.418 -8.230 -0.703 -1.067 -0.058 0.27
H 3.208 -1.959 -9.928 0.615 0.440 0.098 0.28
H 0.230 -0.830 -7.813 0.140 -0.436 0.188 0.28
H -0.036 -0.631 -9.550 -0.351 -0.978 -0.110 0.29
C -3.387 -3.802 12.669 0.909 0.110 0.735 -0.61
C -3.937 -2.648 13.435 -1.993 0.914 0.347 -0.57
C -5.394 -2.494 12.843 2.932 -0.353 -0.832 -0.38
O -5.203 -3.026 11.471 -1.243 -0.030 -0.216 -0.42
C -3.994 -3.728 11.256 1.623 -0.055 3.078 -0.35
H -3.668 -4.702 13.215 0.059 -0.255 -0.287 0.29
H -2.305 -3.678 12.718 0.158 -0.587 -0.388 0.34
H -3.407 -1.705 13.299 0.187 -0.118 -0.134 0.28
H -3.968 -2.873 14.501 0.007 0.177 0.048 0.32
H -5.618 -1.435 12.718 -0.470 -0.226 0.114 0.26
H -6.104 -3.038 13.466 -0.301 -0.113 -0.566 0.28
H -3.209 -3.214 10.702 -0.718 0.382 -0.848 0.29
H -3.986 -4.793 11.024 -1.150 0.159 -1.059 0.28
C -4.105 -8.897 -5.098 -0.358 -1.254 0.105 -0.63
C -3.769 -7.880 -6.183 -0.108 -0.293 -0.514 -0.56
C -3.686 -6.633 -5.333 0.799 -0.220 -0.477 -0.41
O -4.691 -6.762 -4.354 -1.235 0.841 0.373 -0.41
C -4.952 -8.122 -4.022 2.089 -0.767 -0.639 -0.35
H -3.176 -9.314 -4.710 0.308 0.736 0.590 0.27
H -4.511 -9.861 -5.406 -0.845 0.337 -0.474 0.39
H -4.469 -7.763 -7.011 -0.793 -0.063 0.460 0.26
H -2.879 -8.116 -6.765 0.481 0.000 0.599 0.34
H -3.766 -5.728 -5.934 -0.558 0.162 0.301 0.32
H -2.705 -6.584 -4.859 0.217 -0.035 0.240 0.27
H -6.002 -8.396 -3.920 -0.189 0.470 -0.746 0.29
H -4.536 -8.344 -3.040 0.182 0.115 0.200 0.23
C 10.054 -3.377 1.799 0.012 0.831 -0.862 -0.59
C 9.259 -4.379 2.595 0.746 -0.427 -0.640 -0.43
C 8.426 -3.508 3.474 -0.089 0.250 0.599 -0.41
O 9.243 -2.379 3.765 0.681 0.494 0.175 -0.40
C 10.242 -2.206 2.759 0.395 -0.556 -0.210 -0.37
H 9.522 -2.914 0.968 -0.263 -0.723 -0.388 0.26
H 10.960 -3.859 1.433 0.139 0.439 -0.075 0.33
H 10.020 -4.901 3.175 -0.279 -0.298 0.340 0.24
H 8.790 -5.099 1.925 -0.415 0.039 0.328 0.33
H 8.219 -3.967 4.441 -0.383 -0.032 -0.107 0.26
H 7.518 -3.146 2.991 -0.261 -0.243 -0.043 0.26
H 11.269 -2.238 3.125 -0.107 0.142 0.805 0.25
H 10.124 -1.249 2.250 -0.178 0.083 0.080 0.26
Br 3.818 10.935 1.243 -1.213 -0.087 -0.096 -0.12
C 1.870 10.646 0.933 0.478 -0.917 0.770 -0.62
C 1.393 11.014 -0.405 0.297 0.770 -0.819 -0.61
Br 1.493 12.990 -0.720 -0.313 -1.267 -0.044 -0.16
H 1.261 11.021 1.755 0.467 0.362 -0.033 0.41
H 1.703 9.569 0.890 0.487 -0.256 0.598 0.33
H 0.394 10.587 -0.497 -0.347 0.779 -0.129 0.38
H 1.988 10.471 -1.139 0.152 0.614 -0.247 0.39
Br 4.370 4.949 7.239 -0.394 0.157 0.262 -0.15
C 5.666 5.793 6.097 0.828 -0.337 -0.570 -0.55
C 5.711 4.961 4.777 0.330 1.002 0.960 -0.59
Br 7.437 5.270 3.877 -0.586 0.043 0.068 -0.16
H 6.593 5.845 6.668 0.061 -0.623 -0.238 0.36
H 5.445 6.848 5.933 -0.560 -0.235 -0.223 0.36
H 4.879 5.330 4.176 0.324 -0.309 -0.359 0.35
H 5.647 3.885 4.935 -0.004 0.301 0.095 0.39
Br -7.056 6.824 -9.693 0.435 -0.032 0.304 -0.16
C -5.258 7.560 -9.328 -0.177 0.461 -0.972 -0.67
C -4.205 6.452 -9.260 -0.398 1.288 0.360 -0.50
Br -2.434 7.391 -9.134 -0.865 -0.686 0.002 -0.16
H -5.351 8.256 -8.495 0.160 -0.659 0.351 0.40
H -5.103 8.219 -10.182 0.202 -0.289 -0.088 0.37
H -4.220 5.855 -10.172 0.191 0.052 0.268 0.38
H -4.380 5.870 -8.355 0.454 -0.136 -0.226 0.35
```
Forces are in eV/Å.

## Properties
LUMO energy, eV: -6.2
Maximum force, eV Å⁻¹: 3.66
Net charge: +1
E, a.u.: -18590.54783
HOMO level, eV: -10.1

***

Question: The highest LUMO energy belongs to which entry?
Answer: C24H49Br16N2O5S2

***

Question: Number 3 is which compound?
Answer: C24H50Br6F6NO10S2